{
  "formula": "C32H27N3",
  "method": "ωB97M-V with the def2-TZVPD basis set",
  "species": ["N", "N", "N", "C", "C", "C", "C", "C", "C", "C", "C", "C", "C", "C", "C", "C", "C", "C", "C", "C", "C", "C", "C", "C", "C", "C", "C", "C", "C", "C", "C", "C", "C", "C", "C", "H", "H", "H", "H", "H", "H", "H", "H", "H", "H", "H", "H", "H", "H", "H", "H", "H", "H", "H", "H", "H", "H", "H", "H", "H", "H", "H"],
  "xyz": [[0.76832, -3.40866, 1.40000], [-0.85680, 0.44953, -4.74809], [1.64622, 1.40537, -2.47973], [-4.37413, 0.78878, -1.26958], [-1.57283, -3.40413, 4.28039], [-0.44264, -3.78569, 3.54571], [0.43742, 1.68563, -2.88117], [-2.36028, -2.01032, 2.41532], [-5.04605, -1.35418, -0.39371], [1.96112, -4.17525, 1.73152], [4.60711, 1.48712, -0.27499], [0.87020, 4.95911, 1.05224], [-1.27660, -1.19563, -0.63127], [-6.80306, 0.45642, -0.67523], [0.56462, 2.86055, -0.13474], [6.45448, 0.36208, -1.37107], [-0.32733, -3.28234, 2.25662], [0.55638, -2.68365, 0.26695], [3.80444, 1.36288, -1.43485], [-5.38881, -0.04599, -0.77746], [-0.71072, -2.03732, 0.33763], [-2.66992, -0.89459, -0.78290], [-2.52955, -2.55607, 3.70651], [4.32936, 0.64471, -2.52843], [2.73969, 3.93567, -0.10675], [-1.26065, -2.40296, 1.65707], [-3.72270, -1.77664, -0.40346], [1.91328, 2.87905, -0.55405], [2.42011, 1.86990, -1.50836], [5.65438, 0.17941, -2.51522], [-3.05952, 0.35888, -1.34624], [0.03802, 3.90913, 0.62818], [-0.21772, 0.94255, -3.89354], [5.91661, 0.99791, -0.24111], [2.22548, 4.96824, 0.68441], [-0.58772, -0.71439, -1.33684], [-0.07758, 2.01502, -0.40134], [0.33527, -4.44050, 3.93005], [-3.47716, -2.80085, -0.09879], [2.08376, -5.03593, 1.06620], [4.18700, 1.96812, 0.61034], [-3.06577, -1.29308, 2.00141], [6.51805, 1.11348, 0.66077], [-5.83632, -2.02776, -0.05344], [-2.29478, 0.98379, -1.81025], [-4.64787, 1.79034, -1.60524], [2.86269, -3.55602, 1.66068], [-0.11742, 2.59041, -2.55703], [-1.69316, -3.78092, 5.29323], [-6.85771, 1.48500, -1.04242], [-1.02337, 3.90423, 0.88733], [1.28018, -2.68627, -0.54294], [-7.50311, -0.14761, -1.26327], [-3.42659, -2.31394, 4.27258], [1.85592, -4.54333, 2.75366], [0.46443, 5.76013, 1.67624], [-7.16454, 0.44045, 0.35947], [2.88416, 5.76692, 1.02788], [3.80035, 3.92587, -0.36793], [3.67857, 0.45081, -3.38605], [6.05046, -0.33851, -3.38990], [7.48433, -0.00494, -1.35501]],
  "mulliken_charge": [0.182, -0.655, -0.355, -0.769, -0.684, -0.859, -0.272, -0.095, -0.380, -0.860, -0.436, -0.426, -0.443, -1.404, -0.262, -0.394, 0.385, -1.073, 0.643, 1.098, 0.838, 0.307, -0.865, -0.472, -0.426, 0.594, -0.776, 0.524, -0.405, -0.509, -0.514, -0.702, 0.071, -0.769, -0.759, 0.453, 0.665, 0.240, 0.515, 0.331, 0.521, 0.534, 0.377, 0.419, 0.282, 0.294, 0.353, 0.561, 0.385, 0.350, 0.374, 0.550, 0.335, 0.395, 0.252, 0.354, 0.317, 0.370, 0.569, 0.400, 0.376, 0.351],
  "lumo_energy_ev": -2.498,
  "e_tot_ev": -38088.876,
  "mol_weight_g_mol": 453.6,
  "gap_ev": 2.76,
  "multiplicity": 1,
  "total_charge": 0
}

***

{
  "formula": "C32H28Cl2FeNO5PS3",
  "method": "ωB97M-V with the def2-TZVPD basis set",
  "species": ["Fe", "Cl", "Cl", "S", "S", "S", "P", "O", "O", "O", "O", "O", "N", "C", "C", "C", "C", "C", "C", "C", "C", "C", "C", "C", "C", "C", "C", "C", "C", "C", "C", "C", "C", "C", "C", "C", "C", "C", "C", "C", "C", "C", "C", "C", "C", "H", "H", "H", "H", "H", "H", "H", "H", "H", "H", "H", "H", "H", "H", "H", "H", "H", "H", "H", "H", "H", "H", "H", "H", "H", "H", "H", "H"],
  "xyz": [[-1.70295, 1.41100, -0.48393], [-0.37260, 2.15467, 1.49231], [-1.08854, 2.29434, -3.14127], [-0.85137, -1.74348, 0.21277], [-5.25926, 0.02035, -0.74942], [-3.61768, 2.24731, 0.53529], [1.69481, 1.34400, -0.87102], [-5.77752, 2.59314, -0.72809], [0.21776, 1.98048, -3.63399], [-1.83458, 3.06060, -4.07578], [-1.80233, 1.05556, -2.77502], [-0.98763, 3.01147, -1.84058], [-1.75121, -0.66098, -0.56823], [5.23434, 3.48879, -2.90629], [-2.07541, -0.05422, 3.65180], [-4.02131, -4.23359, 0.38671], [1.94455, -0.44123, -1.18362], [2.07936, -3.14487, -1.87588], [-3.43245, -5.43300, 0.76417], [2.99216, 1.88088, 3.55746], [0.22720, -1.27299, 2.66342], [1.45236, -0.88650, -2.41382], [3.13365, 3.51389, -1.74218], [-2.06355, -0.52265, 2.34934], [0.19650, -0.80551, 3.97093], [2.51338, -1.36406, -0.31254], [2.57725, -2.71095, -0.65642], [3.57966, 1.43778, 1.27000], [-1.26962, -4.38402, 0.78805], [-3.24491, -3.09547, 0.21374], [3.11580, 2.11767, -1.72326], [1.52433, -2.22648, -2.76025], [-0.90349, -1.12266, 1.87754], [1.66601, 2.02391, 3.18804], [1.32815, 1.86454, 1.85407], [-0.95160, -0.19729, 4.46037], [5.21158, 2.10294, -2.91242], [-1.88234, -3.19149, 0.42874], [-4.96133, 1.60294, -0.39198], [2.24614, 1.54569, 0.86770], [4.15630, 1.41646, -2.32115], [4.18995, 4.19585, -2.32185], [-6.97567, 2.28577, -1.45117], [3.95436, 1.59816, 2.59353], [-2.05921, -5.51093, 0.96606], [0.90146, 2.26611, 3.91436], [-7.42551, 3.24874, -1.67255], [3.27236, 2.00374, 4.59562], [-6.73876, 1.74480, -2.36392], [-2.96569, 0.42900, 4.03257], [-3.67771, -2.14395, -0.07901], [6.01536, 1.54868, -3.38084], [3.02039, -3.41959, 0.03275], [-1.60303, -6.44955, 1.25186], [4.33444, 1.23406, 0.51850], [2.89946, -1.04514, 0.64811], [4.99656, 1.51472, 2.87258], [1.13839, -2.55692, -3.71659], [2.30336, 4.06587, -1.31344], [-0.19457, -4.42797, 0.92784], [-1.67464, -0.82528, -1.57068], [-5.08974, -4.18073, 0.22151], [-0.97201, 0.16776, 5.47957], [6.06037, 4.01947, -3.36214], [-2.92890, -0.41067, 1.70488], [4.19224, 5.27818, -2.33255], [4.14899, 0.33298, -2.33508], [1.12139, -1.72945, 2.25311], [-4.04586, -6.31516, 0.89678], [1.07100, -0.90752, 4.60052], [-7.63762, 1.67724, -0.83774], [1.00573, -0.17122, -3.09844], [2.12352, -4.19401, -2.13950]],
  "mulliken_spin": [3.733, 0.021, 0.004, 0.009, 0.018, 0.089, 0.016, 0.002, 0.002, 0.004, 0.027, 0.038, 0.015, 0.001, -0.009, 0.000, -0.005, 0.001, 0.000, -0.001, 0.003, -0.005, 0.000, 0.026, 0.000, -0.005, 0.000, -0.002, 0.001, 0.000, -0.002, 0.002, -0.014, 0.001, 0.004, 0.001, 0.000, 0.004, -0.001, -0.001, 0.002, 0.000, -0.001, 0.002, 0.000, 0.000, 0.000, 0.000, 0.000, 0.001, 0.001, 0.000, 0.000, 0.000, 0.000, 0.000, 0.000, 0.000, 0.000, -0.001, 0.012, 0.000, 0.000, 0.000, 0.009, 0.000, 0.000, 0.000, 0.000, 0.000, 0.000, -0.001, 0.000],
  "lumo_energy_ev": [0.080, 0.066],
  "e_tot_ev": -146585.379,
  "mol_weight_g_mol": 760.5,
  "gap_ev": [7.74, 7.79],
  "multiplicity": 5,
  "s_squared": 6.0121,
  "total_charge": 0,
  "relative_energy_ev": 1.961
}

***

{
  "formula": "C32H28ClNO2P2Pt",
  "method": "ωB97M-V with the def2-TZVPD basis set",
  "species": ["Pt", "Cl", "P", "P", "O", "O", "N", "C", "C", "C", "C", "C", "C", "C", "C", "C", "C", "C", "C", "C", "C", "C", "C", "C", "C", "C", "C", "C", "C", "C", "C", "C", "C", "C", "C", "C", "C", "C", "C", "H", "H", "H", "H", "H", "H", "H", "H", "H", "H", "H", "H", "H", "H", "H", "H", "H", "H", "H", "H", "H", "H", "H", "H", "H", "H", "H", "H"],
  "xyz": [[-0.06462, -0.18926, -0.77894], [-3.09695, -4.81698, -0.09643], [2.27248, 0.09290, -0.15618], [-2.38018, -0.11204, -0.01940], [-0.04642, -2.43906, -0.52537], [-2.19486, -2.07141, -0.05119], [-0.05961, 1.80731, 0.19797], [-4.09208, -0.05569, 3.66072], [5.43821, -2.38696, 0.36078], [0.91551, 2.10995, 1.08575], [4.46858, -1.60040, -0.23598], [3.49036, 0.96353, -4.50959], [-3.86080, 0.10293, 2.30438], [3.87812, 1.22325, -2.15016], [2.30641, 1.69803, 0.78704], [0.35419, 2.78226, 2.20796], [3.52552, -0.95718, 0.56891], [-4.13897, 0.28483, -2.13846], [-4.80370, -1.36769, -0.49160], [-1.24314, 2.22299, 0.72562], [-3.89183, -0.41122, -0.95425], [-2.66075, -0.34236, 1.75134], [-1.00129, 2.85254, 1.98623], [-6.22573, -0.87703, -2.36788], [4.47636, -1.96118, 2.53367], [-1.40135, -4.33541, -0.09830], [-1.21327, -2.82071, -0.23995], [-5.97289, -1.58195, -1.19651], [-1.68522, -0.91367, 2.56276], [-5.31131, 0.05674, -2.83763], [-1.92522, -1.07009, 3.91863], [-3.12688, -0.64460, 4.46684], [-2.45450, 1.84883, 0.02230], [2.75922, 0.43676, -1.87760], [3.50975, -1.16348, 1.95369], [2.02925, -0.10883, -2.94429], [4.23977, 1.48097, -3.46242], [2.38960, 0.15911, -4.25363], [5.44184, -2.56973, 1.73776], [5.11323, 2.08450, -3.66922], [-4.62001, 0.55114, 1.67523], [2.74337, -0.70117, 2.56621], [-0.95101, -4.63103, 0.84788], [4.46896, 1.62417, -1.33484], [-3.42106, 1.00118, -2.52065], [-4.59626, -1.93065, 0.40623], [1.22060, -0.82839, -2.77254], [-3.37324, 2.19550, 0.48427], [-1.17827, -1.53166, 4.55079], [6.19355, -2.86220, -0.24998], [-3.31077, -0.76711, 5.52554], [2.78896, 2.43902, 0.14074], [-6.69144, -2.30363, -0.83222], [-0.75042, -1.24626, 2.12325], [6.19104, -3.20222, 2.19429], [4.47966, -2.11548, 3.60396], [-7.13510, -1.06206, -2.92361], [-2.40574, 2.15485, -1.02516], [2.89980, 1.61015, 1.69565], [0.89852, 3.16865, 3.05527], [4.45731, -1.47107, -1.30979], [-5.02851, 0.27766, 4.08737], [3.77162, 1.17850, -5.53142], [-1.74778, 3.29577, 2.62608], [-0.88427, -4.82838, -0.91635], [1.83280, -0.26708, -5.07689], [-5.51404, 0.60521, -3.74712]],
  "mulliken_spin": [1.403, 0.004, 0.324, 0.363, 0.167, 0.140, 0.058, 0.002, -0.014, 0.332, 0.035, 0.004, 0.003, 0.008, 0.080, 0.105, 0.032, 0.055, 0.008, 0.189, -0.003, 0.057, 0.135, 0.043, -0.009, 0.034, -0.042, -0.007, -0.029, -0.010, -0.003, 0.000, 0.252, 0.061, 0.039, -0.001, 0.005, 0.004, 0.045, 0.000, 0.002, 0.010, -0.001, 0.001, 0.004, 0.000, -0.024, 0.024, 0.000, 0.000, 0.000, 0.044, 0.000, 0.013, 0.001, 0.000, 0.001, 0.037, 0.010, 0.002, 0.003, 0.000, 0.000, 0.005, 0.000, 0.000, 0.000],
  "lumo_energy_ev": [-5.812, -9.351],
  "e_tot_ev": -73552.693,
  "mol_weight_g_mol": 751.1,
  "gap_ev": [7.59, 5.04],
  "multiplicity": 5,
  "s_squared": 6.0241,
  "total_charge": 2,
  "relative_energy_ev": 0.401
}

***

{
  "formula": "C32H28F5MnN4O2PS2",
  "method": "ωB97M-V with the def2-TZVPD basis set",
  "species": ["Mn", "S", "S", "P", "F", "F", "F", "F", "F", "O", "O", "N", "N", "N", "N", "C", "C", "C", "C", "C", "C", "C", "C", "C", "C", "C", "C", "C", "C", "C", "C", "C", "C", "C", "C", "C", "C", "C", "C", "C", "C", "C", "C", "C", "C", "C", "C", "H", "H", "H", "H", "H", "H", "H", "H", "H", "H", "H", "H", "H", "H", "H", "H", "H", "H", "H", "H", "H", "H", "H", "H", "H", "H", "H", "H"],
  "xyz": [[0.07281, 0.68123, 0.17032], [0.59094, 2.88809, -0.54302], [-1.85655, 1.41720, 1.36362], [1.59965, -0.36560, -1.21229], [-0.03557, 5.78654, -4.66720], [1.40616, 4.77179, -2.67083], [-3.82117, 3.43690, -3.15052], [-2.40992, 2.44536, -1.12752], [-2.66544, 5.13606, -4.95366], [1.41538, 0.99238, 2.53522], [-1.69294, -0.77782, -1.58937], [-0.41014, -1.23254, 1.04163], [-2.84367, -1.65007, 3.58620], [-2.96959, -0.34731, 3.17058], [-1.42276, -1.16348, 1.99861], [4.15888, 0.86758, 1.63068], [1.68650, 1.19131, -4.97220], [-1.95109, 4.63194, -3.94291], [-1.77560, 3.26188, -1.98752], [3.03994, 0.56612, 0.86478], [-1.34914, -3.51007, 2.90690], [1.88480, -0.19070, -3.00478], [3.18530, 0.06917, -0.42599], [4.45203, -0.11474, -0.96950], [2.51172, -1.17173, -3.77280], [-2.11121, -0.00518, 2.20104], [-3.94465, -1.29720, -2.19978], [0.47070, -4.30504, -1.46670], [1.55178, -2.19121, -0.99940], [5.56638, 0.20165, -0.20787], [0.65269, -2.95816, -1.74360], [-2.52892, 3.77235, -3.02981], [1.47369, 0.99123, -3.61566], [-0.61518, 4.96199, -3.78865], [-1.89285, -2.13323, 2.85700], [2.26982, -2.81296, 0.02323], [-3.37297, -0.19794, -3.09992], [2.08386, -4.16226, 0.30365], [1.61284, 0.75075, 1.35210], [-0.42910, 3.55083, -1.79935], [2.72190, -0.97170, -5.12872], [5.42184, 0.68595, 1.09062], [2.30805, 0.21026, -5.73020], [0.11648, 4.43012, -2.74310], [-1.88111, -0.43697, -2.96606], [1.18031, -4.91038, -0.43656], [-2.85494, -1.47643, -1.13166], [-3.63896, 0.26104, 3.60774], [4.01452, 1.25379, 2.63202], [-0.22352, -4.88608, -2.06110], [-3.14152, -1.04335, -0.16972], [6.55668, 0.07293, -0.62646], [-1.56258, -1.27549, -3.60194], [0.09307, -2.49523, -2.54608], [2.98459, -2.24095, 0.60334], [4.56850, -0.48891, -1.97963], [1.36561, 2.11733, -5.43284], [-0.70200, -1.82875, 0.26594], [-4.08080, -2.22292, -2.76041], [0.42460, -1.62877, 1.46426], [-3.72176, -0.26384, -4.12936], [-1.25241, 0.42461, -3.18382], [2.83069, -2.10124, -3.31614], [-1.92073, -4.08931, 3.62657], [-1.41081, -3.98886, 1.92794], [-2.60902, -2.53628, -0.98616], [1.00266, 1.75734, -3.01455], [3.20904, -1.73906, -5.71671], [-4.90397, -1.02505, -1.76374], [2.47197, 0.36448, -6.78899], [1.03927, -5.96222, -0.22343], [2.65625, -4.62884, 1.09554], [6.30212, 0.92931, 1.67212], [-0.30149, -3.50091, 3.21267], [-3.62030, 0.78688, -2.70929]],
  "mulliken_spin": [1.095, -0.003, 0.007, -0.066, 0.000, 0.000, 0.000, 0.001, 0.000, 0.013, -0.006, 0.013, 0.000, 0.001, 0.001, -0.007, -0.001, 0.001, -0.005, -0.017, 0.000, -0.016, 0.022, 0.004, 0.001, -0.004, 0.000, 0.001, 0.000, -0.001, 0.000, 0.001, 0.006, 0.000, -0.001, -0.006, 0.000, 0.000, -0.043, 0.007, 0.000, -0.001, 0.000, 0.005, -0.004, -0.001, 0.003, 0.000, 0.000, 0.000, -0.001, 0.000, 0.000, 0.000, 0.001, 0.000, 0.000, -0.008, 0.000, 0.007, 0.000, 0.003, 0.000, 0.000, 0.000, 0.000, -0.001, 0.000, 0.000, 0.000, 0.000, 0.000, 0.000, 0.000, 0.000],
  "lumo_energy_ev": [0.165, 0.166],
  "e_tot_ev": -119558.860,
  "mol_weight_g_mol": 745.6,
  "gap_ev": [7.13, 7.02],
  "multiplicity": 2,
  "s_squared": 0.7885,
  "total_charge": 0,
  "relative_energy_ev": 0.083
}